[1]
{
  "formula": "C5H10NO2",
  "method": "wB97M-V/def2-TZVPD",
  "elements": ["C", "C", "C", "N", "C", "C", "O", "O", "H", "H", "H", "H", "H", "H", "H", "H", "H", "H"],
  "coordinates": [[-0.23, 2.66, 1.17], [-0.22, 1.62, 0.05], [-0.31, 0.14, 0.29], [-1.32, -0.34, -0.61], [-1.45, -1.90, -0.52], [1.01, -0.65, -0.06], [1.24, -1.80, 0.39], [1.72, 0.04, -0.78], [-1.27, 2.87, 1.60], [0.53, 2.35, 2.07], [0.02, 3.81, 1.09], [0.61, 1.86, -0.57], [-1.15, 1.88, -0.49], [-0.48, -0.36, 1.23], [-0.94, -0.22, -1.61], [-1.82, -2.20, 0.49], [-2.17, -2.33, -1.36], [-0.61, -2.41, -0.62]],
  "e_tot_ev": -10931.710,
  "mol_weight_da": 116.14,
  "lumo_ha": 0.1468,
  "relative_energy_kcal_mol": 58.9,
  "total_charge": -1,
  "spin_multiplicity": 1,
  "smiles": "CC[C@@H](NC)C(=O)[O-]"
}


[2]
{
  "formula": "C5H10NO2",
  "method": "wB97M-V/def2-TZVPD",
  "elements": ["C", "C", "C", "C", "O", "N", "C", "O", "H", "H", "H", "H", "H", "H", "H", "H", "H", "H"],
  "coordinates": [[-2.21, 1.32, -1.28], [-1.46, 0.51, -0.22], [0.02, 1.04, -0.12], [1.11, -0.08, -0.18], [1.98, -0.12, -0.99], [1.12, -0.82, 0.96], [2.07, -2.08, 1.08], [1.87, -2.78, 2.12], [-1.60, 1.31, -2.13], [-3.12, 0.89, -1.47], [-2.29, 2.32, -1.00], [-1.92, 0.71, 0.85], [-1.45, -0.51, -0.50], [0.13, 1.65, 0.77], [0.27, 1.65, -0.98], [0.55, -0.69, 1.78], [1.83, -2.65, 0.21], [3.12, -1.67, 1.10]],
  "e_tot_ev": -10931.950,
  "mol_weight_da": 116.14,
  "lumo_ha": 0.1283,
  "relative_energy_kcal_mol": 53.4,
  "total_charge": -1,
  "spin_multiplicity": 1,
  "smiles": "CCCC(=O)NC[O-]"
}


[3]
{
  "formula": "C5H10NO2",
  "method": "wB97M-V/def2-TZVPD",
  "elements": ["C", "C", "C", "C", "C", "O", "O", "N", "H", "H", "H", "H", "H", "H", "H", "H", "H", "H"],
  "coordinates": [[-0.89, 1.36, 0.60], [0.44, 0.84, 0.10], [0.58, -0.67, 0.42], [0.10, -1.51, -0.77], [-1.48, -1.40, -1.01], [-1.84, -0.95, -2.09], [-2.07, -1.94, -0.08], [1.52, 1.69, 0.70], [-0.97, 2.43, 0.40], [-1.74, 0.96, 0.04], [-0.95, 1.24, 1.68], [0.63, 0.92, -0.97], [0.01, -0.90, 1.32], [1.61, -1.00, 0.36], [0.28, -2.56, -0.69], [0.68, -1.33, -1.67], [1.76, 1.19, 1.56], [2.33, 1.62, 0.11]],
  "s2": 0.7561,
  "e_tot_ev": -10929.855,
  "mol_weight_da": 116.14,
  "lumo_ha": [0.0274, -0.1267],
  "relative_energy_kcal_mol": 19.2,
  "total_charge": 0,
  "spin_multiplicity": 2
}


[4]
{
  "formula": "C5H10NO2",
  "method": "wB97M-V/def2-TZVPD",
  "elements": ["C", "C", "C", "C", "C", "N", "O", "O", "H", "H", "H", "H", "H", "H", "H", "H", "H", "H"],
  "coordinates": [[-1.29, 1.31, 0.31], [-0.08, 1.41, 0.81], [-1.53, 0.16, -0.63], [0.93, 0.03, -0.12], [1.22, -1.14, 0.77], [-0.13, -0.23, -1.14], [-2.07, -0.94, -0.02], [1.98, 0.58, -0.79], [-2.13, 1.94, 0.57], [0.41, 2.06, 1.48], [-2.15, 0.39, -1.50], [0.31, -1.64, 1.11], [1.78, -0.83, 1.65], [1.83, -1.87, 0.23], [-0.16, -1.21, -1.43], [0.13, 0.35, -1.95], [-1.87, -0.96, 0.93], [2.80, 0.57, -0.28]],
  "e_tot_ev": -10923.973,
  "mol_weight_da": 116.14,
  "lumo_ha": -0.1105,
  "relative_energy_kcal_mol": 47.9,
  "total_charge": 1,
  "spin_multiplicity": 1
}


[5]
{
  "formula": "C5H10NO2",
  "method": "wB97M-V/def2-TZVPD",
  "elements": ["C", "C", "C", "C", "C", "N", "O", "O", "H", "H", "H", "H", "H", "H", "H", "H", "H", "H"],
  "coordinates": [[1.56, 0.08, 0.07], [0.33, 0.35, 0.37], [-2.55, 0.16, -0.43], [2.20, -1.17, 0.62], [2.38, 1.01, -0.78], [-3.43, 0.43, 0.51], [-0.79, 0.58, 0.66], [-2.28, -1.04, -0.83], [-2.24, 0.94, -1.11], [2.22, -1.95, -0.14], [1.65, -1.55, 1.48], [3.22, -0.94, 0.92], [1.80, 1.41, -1.61], [3.24, 0.47, -1.17], [2.74, 1.85, -0.18], [-3.77, -0.28, 1.14], [-3.63, 1.39, 0.76], [-2.64, -1.76, -0.28]],
  "e_tot_ev": -10924.238,
  "mol_weight_da": 116.14,
  "lumo_ha": -0.1265,
  "relative_energy_kcal_mol": 41.8,
  "total_charge": 1,
  "spin_multiplicity": 1
}


[6]
{
  "formula": "C5H10NO2",
  "method": "wB97M-V/def2-TZVPD",
  "elements": ["C", "C", "C", "N", "C", "C", "O", "O", "H", "H", "H", "H", "H", "H", "H", "H", "H", "H"],
  "coordinates": [[-1.42, -0.76, 2.16], [-0.46, -0.97, 1.32], [-0.59, -0.81, -0.20], [0.56, 0.05, -0.58], [0.93, -0.04, -2.08], [0.26, 1.51, -0.14], [1.38, 2.26, -0.01], [0.72, 1.70, 1.13], [-2.39, -0.28, 2.09], [-1.38, -0.86, 3.23], [0.49, -1.16, 1.74], [-0.50, -1.81, -0.63], [-1.58, -0.22, -0.25], [1.50, -0.18, -0.08], [1.80, 0.61, -2.27], [1.28, -1.06, -2.17], [0.12, 0.12, -2.79], [-0.71, 1.91, -0.48]],
  "e_tot_ev": -10919.852,
  "mol_weight_da": 116.14,
  "lumo_ha": -0.1149,
  "relative_energy_kcal_mol": 143.0,
  "total_charge": 1,
  "spin_multiplicity": 1,
  "smiles": "C=CC[N@@H+](C)C1OO1"
}


[7]
{
  "formula": "C5H10NO3",
  "method": "wB97M-V/def2-TZVPD",
  "elements": ["O", "C", "O", "C", "C", "C", "C", "N", "H", "H", "H", "H", "H", "H", "H", "H", "H", "H", "O"],
  "coordinates": [[1.70, -2.32, -1.63], [1.97, -1.53, -0.69], [2.96, -1.51, 0.06], [0.93, -0.39, -0.46], [0.52, -0.37, 1.03], [-0.56, 0.63, 1.30], [-0.30, 1.81, 1.84], [-0.22, -0.45, -1.37], [1.45, 0.55, -0.65], [1.41, -0.13, 1.59], [0.21, -1.38, 1.31], [-1.54, 0.29, 0.97], [0.69, 2.02, 2.23], [-0.95, 2.67, 1.97], [-0.24, -1.41, -1.72], [-0.01, 0.12, -2.17], [-2.20, -0.09, -1.49], [-2.77, 1.17, -0.86], [-3.04, 0.33, -1.26]],
  "e_tot_ev": -12981.210,
  "mol_weight_da": 132.14,
  "lumo_ha": 0.1315,
  "relative_energy_kcal_mol": 32.2,
  "total_charge": -1,
  "spin_multiplicity": 1
}


[8]
{
  "formula": "C5H10NO3",
  "method": "wB97M-V/def2-TZVPD",
  "elements": ["C", "C", "C", "C", "C", "N", "O", "O", "O", "H", "H", "H", "H", "H", "H", "H", "H", "H", "H"],
  "coordinates": [[1.40, 0.39, 1.15], [-1.60, 0.75, 0.96], [0.87, -0.18, -1.30], [-0.97, -0.57, 0.49], [0.61, -0.39, 0.20], [4.03, -0.01, -0.54], [5.00, 0.61, -0.85], [4.31, -1.17, 0.42], [1.50, -1.16, 1.05], [2.37, 0.98, 0.83], [-0.73, 1.35, 1.38], [-2.08, 1.13, 0.05], [-2.42, 0.46, 1.67], [1.87, 0.25, -1.40], [0.33, 0.60, -1.93], [0.92, -1.18, -1.79], [-1.18, -1.30, 1.23], [-1.32, -0.94, -0.53], [3.46, -1.55, 0.78]],
  "e_tot_ev": -12973.475,
  "mol_weight_da": 132.14,
  "lumo_ha": [0.1332, 0.1331],
  "relative_energy_kcal_mol": 210.6,
  "total_charge": -1,
  "spin_multiplicity": 1
}


[9]
{
  "formula": "C5H10NO3",
  "method": "wB97M-V/def2-TZVPD",
  "elements": ["N", "O", "O", "O", "C", "C", "C", "C", "C", "H", "H", "H", "H", "H", "H", "H", "H", "H", "H"],
  "coordinates": [[-1.38, 0.59, -0.21], [-0.77, 1.42, -0.89], [-1.77, 1.12, 1.15], [-1.82, -0.54, -0.32], [-2.55, 3.28, 1.27], [-3.03, 1.86, 0.97], [-4.01, 1.30, 1.96], [-4.93, 0.23, 1.57], [-3.75, 1.60, 3.37], [-2.27, 3.71, 0.31], [-3.24, 3.92, 1.83], [-1.67, 3.20, 1.96], [-3.43, 1.77, -0.10], [-5.32, -0.27, 2.49], [-5.86, 0.61, 1.09], [-4.50, -0.53, 0.87], [-4.32, 0.88, 4.00], [-2.68, 1.54, 3.63], [-4.16, 2.58, 3.67]],
  "s2": 0.7538,
  "e_tot_ev": -12973.343,
  "mol_weight_da": 132.14,
  "lumo_ha": [-0.0061, -0.0091],
  "relative_energy_kcal_mol": 112.2,
  "total_charge": 0,
  "spin_multiplicity": 2
}


[10]
{
  "formula": "C5H10NOS",
  "method": "wB97M-V/def2-TZVPD",
  "elements": ["C", "C", "N", "C", "O", "C", "C", "S", "H", "H", "H", "H", "H", "H", "H", "H", "H", "H"],
  "coordinates": [[-0.64, 2.07, -1.13], [0.57, 1.17, -0.75], [0.64, 0.94, 0.71], [0.43, -0.20, 1.45], [0.29, -0.03, 2.69], [0.42, -1.63, 1.05], [-0.47, -2.04, -0.26], [0.40, -2.25, -1.74], [-0.33, 2.44, -2.08], [-1.59, 1.51, -1.36], [-0.91, 2.81, -0.33], [1.52, 1.66, -1.14], [0.36, 0.15, -1.13], [0.38, 1.87, 1.18], [1.41, -2.19, 1.02], [-0.26, -1.93, 1.86], [-1.40, -1.32, -0.18], [-0.82, -3.02, 0.16]],
  "e_tot_ev": -19720.019,
  "mol_weight_da": 132.21,
  "lumo_ha": 0.1357,
  "relative_energy_kcal_mol": 35.2,
  "total_charge": -1,
  "spin_multiplicity": 1,
  "smiles": "CCNC(=O)CC[S-]"
}